Entry 1:
{
  "formula": "C4H3NO2",
  "method": "ωB97M-V/def2-TZVPD",
  "species": ["N", "C", "C", "C", "O", "C", "O", "H", "H", "H"],
  "coordinates": [[-2.96, -0.04, 0.02], [-1.81, -0.05, 0.00], [-0.39, 0.04, -0.01], [0.39, 1.13, -0.02], [1.69, 0.78, 0.01], [1.72, -0.66, 0.02], [0.39, -1.11, -0.02], [0.14, 2.18, 0.02], [2.25, -1.00, -0.86], [2.22, -1.01, 0.94]],
  "de_lowest_kcal_mol": 48.1,
  "smiles": "N#CC1=COCO1",
  "total_charge": 0,
  "lumo_energy_ev": 0.7,
  "homo_ev": -8.8,
  "gap_ev": 9.50
}

=====

Entry 2:
{
  "formula": "C49H43F9N3OP2RuSi",
  "method": "ωB97M-V/def2-TZVPD",
  "species": ["Ru", "O", "N", "C", "C", "C", "C", "C", "C", "C", "P", "C", "C", "C", "C", "C", "C", "C", "C", "C", "C", "C", "C", "H", "H", "H", "H", "H", "H", "H", "H", "H", "H", "H", "H", "H", "H", "H", "H", "C", "C", "C", "C", "C", "C", "N", "N", "Si", "C", "C", "C", "H", "H", "H", "H", "H", "H", "H", "H", "H", "H", "H", "H", "H", "H", "H", "F", "C", "F", "F", "C", "C", "C", "C", "C", "C", "P", "C", "C", "C", "C", "C", "C", "C", "F", "F", "F", "C", "C", "C", "C", "C", "C", "C", "F", "F", "F", "H", "H", "H", "H", "H", "H", "H", "H", "H", "H", "H", "H"],
  "coordinates": [[-0.64, -0.26, -0.20], [-1.90, 1.82, 1.04], [-1.19, 0.75, 1.52], [-1.14, 0.57, 2.78], [-0.39, -0.48, 3.46], [-0.19, -0.29, 4.83], [0.55, -1.20, 5.57], [1.09, -2.31, 4.95], [0.90, -2.51, 3.59], [0.16, -1.61, 2.83], [-0.05, -2.07, 1.10], [-1.17, -3.48, 1.02], [-1.40, -4.17, -0.18], [-2.25, -5.26, -0.19], [-2.89, -5.66, 0.97], [-2.67, -4.98, 2.16], [-1.82, -3.88, 2.18], [1.58, -2.49, 0.50], [2.58, -1.52, 0.64], [3.86, -1.76, 0.19], [4.17, -2.99, -0.38], [3.19, -3.98, -0.49], [1.90, -3.73, -0.06], [-2.44, 2.22, 1.74], [-1.64, 1.30, 3.42], [-0.60, 0.59, 5.31], [0.70, -1.03, 6.63], [1.67, -3.03, 5.52], [1.33, -3.39, 3.12], [-0.90, -3.88, -1.09], [-2.40, -5.81, -1.11], [-3.54, -6.52, 0.96], [-3.16, -5.29, 3.07], [-1.66, -3.36, 3.12], [2.35, -0.58, 1.14], [4.63, -1.00, 0.30], [5.18, -3.19, -0.72], [3.45, -4.94, -0.90], [1.16, -4.52, -0.13], [1.31, -2.11, -3.08], [-0.18, -2.11, -2.95], [-0.96, -2.86, -3.83], [-2.32, -2.93, -3.63], [-2.93, -2.23, -2.59], [-2.11, -1.46, -1.80], [-0.78, -1.42, -1.98], [-2.37, -0.64, -0.65], [-4.17, -0.33, -0.01], [-4.51, 1.48, 0.37], [-4.21, -1.44, 1.49], [-5.44, -0.80, -1.30], [1.66, -3.11, -3.33], [1.78, -1.79, -2.15], [1.62, -1.44, -3.90], [-0.48, -3.40, -4.63], [-2.94, -3.54, -4.28], [-3.98, -2.32, -2.40], [-4.43, 1.69, 1.43], [-5.55, 1.66, 0.10], [-3.90, 2.18, -0.20], [-3.43, -1.20, 2.22], [-4.12, -2.49, 1.22], [-5.18, -1.30, 1.99], [-5.20, -0.49, -2.32], [-6.35, -0.27, -1.02], [-5.68, -1.86, -1.30], [6.82, 0.15, -3.34], [6.59, 1.37, -2.83], [7.53, 1.63, -1.92], [6.69, 2.26, -3.82], [5.20, 1.43, -2.21], [4.98, 2.16, -1.05], [3.71, 2.22, -0.50], [2.66, 1.53, -1.11], [2.89, 0.83, -2.29], [4.15, 0.77, -2.84], [0.96, 1.68, -0.51], [0.13, 2.76, -1.70], [-1.19, 2.53, -2.08], [-1.81, 3.35, -3.00], [-1.11, 4.42, -3.55], [0.21, 4.66, -3.18], [0.83, 3.83, -2.26], [-1.82, 5.32, -4.54], [-0.98, 6.10, -5.20], [-2.50, 4.58, -5.43], [-2.71, 6.09, -3.89], [1.08, 2.57, 1.07], [1.81, 2.00, 2.12], [1.75, 2.54, 3.39], [0.96, 3.66, 3.61], [0.29, 4.28, 2.56], [0.35, 3.73, 1.29], [0.78, 4.14, 5.03], [-0.10, 3.31, 5.65], [1.92, 4.10, 5.72], [0.28, 5.37, 5.10], [5.80, 2.68, -0.58], [3.56, 2.80, 0.40], [2.06, 0.35, -2.80], [4.33, 0.23, -3.76], [-1.77, 1.72, -1.65], [-2.83, 3.17, -3.30], [0.74, 5.50, -3.62], [1.86, 4.02, -1.99], [2.45, 1.14, 1.95], [2.32, 2.11, 4.20], [-0.27, 5.19, 2.74], [-0.19, 4.20, 0.48]],
  "total_charge": 3,
  "lumo_energy_ev": [-10.8, -10.8],
  "homo_ev": [-16.6, -16.6],
  "gap_ev": [5.75, 5.75]
}

=====

Entry 3:
{
  "formula": "C3H4N2OS",
  "method": "ωB97M-V/def2-TZVPD",
  "species": ["N", "C", "C", "S", "H", "H", "H", "N", "C", "O", "H"],
  "coordinates": [[-0.88, -1.32, -1.50], [0.06, -0.69, -1.02], [1.09, -0.11, -0.42], [1.64, 1.46, -1.07], [-1.93, -0.94, -1.39], [1.43, -0.42, 0.48], [2.36, 1.21, -2.18], [-0.33, 0.22, 2.23], [-1.22, 0.41, 1.39], [-1.95, 0.58, 0.48], [-0.25, -0.40, 3.00]],
  "de_lowest_kcal_mol": 57.6,
  "smiles": "N=C=CS.N=C=O",
  "total_charge": 0,
  "lumo_energy_ev": 0.6,
  "homo_ev": -8.7,
  "gap_ev": 9.25
}

=====

Entry 4:
{
  "formula": "AsBr3CaF6",
  "method": "ωB97M-V/def2-TZVPD",
  "species": ["Ca", "As", "F", "F", "F", "F", "F", "F", "Br", "Br", "Br"],
  "coordinates": [[-1.68, 1.25, 1.71], [0.90, -0.64, -0.93], [-0.54, -1.36, -1.65], [0.76, 0.53, -2.32], [2.19, 0.32, -0.07], [1.05, -1.86, 0.31], [2.07, -1.59, -1.85], [-0.30, 0.31, 0.05], [0.54, 0.79, 3.46], [-1.76, 3.39, -0.03], [-3.22, -1.13, 1.31]],
  "total_charge": -2,
  "lumo_energy_ev": 5.1,
  "homo_ev": -3.0,
  "gap_ev": 8.07
}

=====

Entry 5:
{
  "formula": "C14H20N3O3",
  "method": "ωB97M-V/def2-TZVPD",
  "species": ["C", "C", "O", "C", "C", "C", "N", "C", "C", "O", "C", "C", "C", "O", "C", "C", "C", "C", "N", "N", "H", "H", "H", "H", "H", "H", "H", "H", "H", "H", "H", "H", "H", "H", "H", "H", "H", "H", "H", "H"],
  "coordinates": [[5.06, -2.42, -0.84], [3.99, -1.37, -0.56], [3.08, -1.91, 0.43], [1.79, -1.48, 0.45], [1.33, -0.30, -0.12], [0.01, 0.12, -0.03], [-0.34, 1.33, -0.61], [-1.17, 1.40, -1.82], [-1.05, 2.75, -2.50], [-1.33, 3.76, -1.51], [-0.46, 3.78, -0.34], [-0.55, 2.42, 0.36], [-0.95, -0.70, 0.66], [-2.28, -0.34, 0.67], [-3.25, -0.95, 1.55], [-4.60, -0.25, 1.36], [-0.48, -1.82, 1.31], [0.87, -2.22, 1.23], [1.30, -3.36, 1.87], [1.73, -4.34, 2.34], [5.68, -2.58, 0.04], [5.73, -2.03, -1.63], [4.62, -3.36, -1.16], [4.44, -0.47, -0.15], [3.45, -1.15, -1.47], [2.04, 0.29, -0.70], [-2.23, 1.21, -1.55], [-0.85, 0.63, -2.52], [-1.73, 2.77, -3.36], [-0.05, 2.89, -2.87], [0.58, 3.94, -0.60], [-0.80, 4.61, 0.31], [-1.54, 2.28, 0.79], [0.17, 2.46, 1.20], [-2.92, -0.87, 2.60], [-3.36, -1.99, 1.25], [-4.90, -0.25, 0.30], [-4.51, 0.77, 1.72], [-5.38, -0.77, 1.95], [-1.11, -2.48, 1.93]],
  "de_lowest_kcal_mol": 69.6,
  "smiles": "CCOc1cc(N2CCOCC2)c(OCC)cc1[N+]#N",
  "total_charge": 1,
  "lumo_energy_ev": -5.3,
  "homo_ev": -11.7,
  "gap_ev": 6.36
}

=====

Entry 6:
{
  "formula": "C6H9N",
  "method": "ωB97M-V/def2-TZVPD",
  "species": ["C", "C", "C", "C", "C", "C", "N", "H", "H", "H", "H", "H", "H", "H", "H", "H"],
  "coordinates": [[-1.00, -0.81, -2.01], [-1.00, 0.14, -1.10], [-0.40, 0.75, -0.11], [-0.95, 1.88, 0.76], [0.94, -0.18, -0.07], [0.84, -1.33, 0.87], [2.10, -0.64, 0.70], [-0.61, -0.65, -3.01], [-1.27, -1.83, -1.74], [-0.93, 1.63, 1.83], [-2.00, 2.11, 0.52], [-0.40, 2.81, 0.63], [1.20, -0.27, -1.11], [0.73, -2.37, 0.57], [0.27, -1.07, 1.77], [2.50, -0.17, 1.49]],
  "de_lowest_kcal_mol": 110.5,
  "smiles": "C=C=C(C)[C@@H]1CN1",
  "total_charge": 0,
  "lumo_energy_ev": 0.8,
  "homo_ev": -8.8,
  "gap_ev": 9.61
}